[1]
Here is an isolated molecule of C4H8N2O from the Open Molecules 2025 dataset. Energies are from wB97M-V/def2-TZVPD.

* E: -341.81357 Ha
* M: 100.121 Da
* ΔE to the lowest compared entry with this formula, charge and spin: 119.3 kcal per mole
* gap between HOMO and LUMO: 9.31 eV
* E_HOMO: -8.26 eV
* maximum force: 5.4 eV/A

Geometry (Å):
C1 0.51800 -1.88785 0.57210
C2 0.83632 0.37799 0.17952
C3 0.66438 1.39080 1.22125
C4 -1.22369 0.01658 -1.50265
N1 -0.65026 -1.68252 0.09233
N2 -1.01818 -0.43730 -0.19488
O1 1.40301 -0.75872 0.56053
H1 0.71382 -2.95711 0.95389
H2 1.13793 0.73321 -0.83203
H3 -0.08303 2.05635 0.89471
H4 1.59563 1.82139 1.48918
H5 0.28246 0.97300 2.05114
H6 -0.28426 0.05929 -2.14099
H7 -2.07484 -0.68315 -1.93857
H8 -1.81728 0.97804 -1.40553

***

[2]
Here is a structure of composition C53H49N5O5P2Ti from the Open Molecules 2025 dataset. Energies are from wB97M-V/def2-TZVPD.

* ⟨S²⟩: 2.013
* E: -4231.33808 Ha
* multiplicity: 3
* M: 945.820 Da
* ΔE to the lowest compared entry with this formula, charge and spin: 0.0 kcal per mole
* gap between HOMO and LUMO (spin up / spin down): 6.11 / 8.17 eV
* E_HOMO (spin up / spin down): -5.82 / -8.15 eV
* maximum force: 2.4 eV/A

Geometry (Å):
Ti1 -0.45405 -1.93226 -1.22783
N1 1.47127 -1.57243 -2.25826
C1 1.91291 -2.74158 -3.03338
C2 0.71119 -3.54046 -3.47820
O1 0.80490 -4.38492 -4.34042
N2 -0.42225 -3.17152 -2.81554
C3 -1.66517 -3.79589 -3.17521
C4 -2.79106 -2.86412 -2.62645
O2 -3.96790 -3.13339 -2.76832
O3 -2.35710 -1.84847 -1.91686
H1 1.28492 -0.79140 -2.89826
H2 2.10298 -1.16718 -1.57476
H3 2.59481 -3.37970 -2.46265
H4 2.46065 -2.45961 -3.92578
H5 -1.75105 -4.79763 -2.71259
H6 -1.77023 -3.91974 -4.25397
C5 5.23070 -0.25654 0.57049
O4 4.70350 -1.60025 0.60742
C6 3.38099 -1.43035 0.35614
N3 2.95743 -0.31458 -0.02775
C7 4.16174 0.50465 -0.24405
C8 4.05999 1.92821 0.15059
C9 5.00743 2.80784 -0.33863
C10 4.98998 4.13763 0.02125
C11 4.03923 4.55590 0.93652
C12 3.09227 3.68554 1.45312
C13 3.09861 2.35506 1.05475
C14 2.57689 -2.68259 0.58778
C15 3.24325 -3.67155 1.25788
C16 2.59943 -4.83860 1.72643
C17 1.28097 -4.89335 1.52224
C18 0.62339 -3.82112 0.87123
N4 1.22397 -2.70631 0.31386
C19 -0.78444 -3.84297 0.81930
N5 -1.52998 -2.93144 0.26571
C20 -2.90914 -3.30310 0.47431
C21 -2.82216 -4.60172 1.32642
O5 -1.42481 -4.85154 1.47705
C22 -3.70248 -2.22327 1.18472
C23 -3.54027 -1.90683 2.53643
C24 -4.30531 -0.87430 3.11024
C25 -5.22684 -0.18733 2.33034
C26 -5.39598 -0.50014 0.98836
C27 -4.64274 -1.53137 0.41658
H7 6.21721 -0.23879 0.10824
H8 5.25925 0.08765 1.61030
H9 4.42318 0.42526 -1.30226
H10 5.73689 2.40164 -1.01486
H11 5.73881 4.82064 -0.35670
H12 3.98499 5.59996 1.20213
H13 2.28673 4.03669 2.12824
H14 2.37789 1.63117 1.37071
H15 4.29162 -3.53878 1.47226
H16 3.13170 -5.61394 2.29113
H17 0.70653 -5.73096 1.89424
H18 -3.38452 -3.48029 -0.45627
H19 -3.23872 -5.46154 0.80813
H20 -3.30032 -4.51982 2.30055
H21 -2.84143 -2.44831 3.16425
H22 -4.24612 -0.60878 4.15461
H23 -5.83705 0.58908 2.77534
H24 -6.13650 0.04202 0.39986
H25 -4.72899 -1.74104 -0.65536
C28 -2.00209 1.41405 -0.58059
C29 -1.74522 0.66850 0.73295
P1 -0.25423 1.32717 1.53589
C30 -0.94730 2.63351 2.58712
C31 -0.70330 3.94000 2.19247
C32 -1.22235 5.00428 2.93656
C33 -1.97553 4.74510 4.07582
C34 -2.20798 3.44321 4.48910
C35 -1.72163 2.38920 3.73193
C36 0.40153 0.13227 2.74590
C37 1.49371 0.61073 3.48916
C38 2.14978 -0.16953 4.40591
C39 1.76498 -1.50647 4.56981
C40 0.69185 -2.02080 3.82777
C41 0.01846 -1.18868 2.91740
P2 -0.91486 0.91809 -1.98286
C42 0.40897 2.14468 -2.22098
C43 0.60276 3.31516 -1.48790
C44 1.69265 4.13397 -1.77225
C45 2.57651 3.81984 -2.79310
C46 2.34717 2.70695 -3.55977
C47 1.25637 1.89163 -3.28787
C48 -1.91835 1.26224 -3.47413
C49 -2.08489 0.17342 -4.33137
C50 -2.66958 0.34676 -5.56755
C51 -3.07018 1.60699 -5.97021
C52 -3.01635 2.69792 -5.08639
C53 -2.42770 2.51710 -3.82941
H26 -2.00508 2.50530 -0.45042
H27 -3.00820 1.13532 -0.93080
H28 -1.64956 -0.40787 0.56359
H29 -2.64066 0.75429 1.35774
H30 -0.05557 4.09539 1.31583
H31 -0.99849 6.01429 2.64718
H32 -2.39290 5.55831 4.66171
H33 -2.77404 3.24090 5.38796
H34 -1.90937 1.36261 4.03325
H35 1.81731 1.64379 3.34513
H36 2.98783 0.25084 4.96007
H37 2.24781 -2.15870 5.26557
H38 0.36613 -3.04564 3.91711
H39 -0.80894 -1.61465 2.33375
H40 -0.09253 3.55550 -0.68620
H41 1.91277 5.00022 -1.15104
H42 3.41285 4.45275 -3.02092
H43 3.05532 2.44422 -4.33390
H44 1.07949 1.02167 -3.89792
H45 -1.70244 -0.78994 -4.03325
H46 -2.80067 -0.48612 -6.25310
H47 -3.48357 1.73709 -6.95037
H48 -3.33990 3.66932 -5.40284
H49 -2.33238 3.34674 -3.14636

***

[3]
Here is an isolated molecule of C4H4N2 from the Open Molecules 2025 dataset. Energies are from wB97M-V/def2-TZVPD.

* E: -264.31581 Ha
* M: 80.090 Da
* ΔE to the lowest compared entry with this formula, charge and spin: 6.7 kcal per mole
* gap between HOMO and LUMO: 10.47 eV
* E_HOMO: -9.85 eV
* maximum force: 1.0 eV/A
* SMILES: c1cncnc1

Geometry (Å):
C1 -1.14492 0.12301 0.16592
C2 -0.28015 1.20748 0.03554
N1 1.04214 1.08144 0.13053
C3 1.50594 -0.16025 0.02632
N2 0.78089 -1.25172 -0.20887
C4 -0.53567 -1.11027 -0.04018
H1 -2.21883 0.24314 0.30145
H2 -0.61182 2.16374 -0.33165
H3 2.58678 -0.27666 0.05474
H4 -1.12436 -2.01989 -0.13381

***

[4]
Here is a structure of composition C43H49AgBN4O2 from the Open Molecules 2025 dataset. Energies are from wB97M-V/def2-TZVPD.

* E: -2209.40366 Ha
* charge: -1
* M: 772.571 Da
* ΔE to the lowest compared entry with this formula, charge and spin: 0.2 kcal per mole
* gap between HOMO and LUMO: 6.69 eV
* E_HOMO: -4.06 eV
* maximum force: 0.8 eV/A

Geometry (Å):
Ag1 -0.01811 -1.32806 -0.37649
C1 3.34995 -2.80397 -0.95584
O1 2.30413 -2.95820 -0.01645
C2 2.57095 -2.63046 1.26510
C3 3.84650 -2.32762 1.72921
C4 4.03938 -2.00764 3.06932
C5 2.96127 -1.98275 3.93971
C6 1.68310 -2.25519 3.46326
C7 1.46529 -2.57046 2.12972
N1 0.17956 -2.73733 1.52097
N2 -0.74725 -2.68623 2.37022
C8 -2.05164 -2.67821 1.98946
C9 -2.52458 -2.69695 0.62866
O2 -1.80710 -2.87159 -0.37871
C10 -3.96015 -2.47355 0.43542
C11 -4.81025 -2.31506 1.45945
C12 -4.36652 -2.35405 2.83163
C13 -5.27893 -2.19770 3.88739
C14 -4.86302 -2.22285 5.19724
C15 -3.49905 -2.41042 5.46773
C16 -2.58958 -2.56401 4.44687
C17 -2.99452 -2.53754 3.09280
H1 3.68792 -1.76738 -0.99960
H2 2.92956 -3.08757 -1.91701
H3 4.19549 -3.45908 -0.72350
H4 4.68797 -2.32646 1.04960
H5 5.03680 -1.76932 3.42147
H6 3.10507 -1.72722 4.98346
H7 0.82190 -2.18994 4.11359
H8 -4.29047 -2.42086 -0.59520
H9 -5.86504 -2.13596 1.27079
H10 -6.32782 -2.05411 3.64674
H11 -5.57479 -2.10115 6.00480
H12 -3.15414 -2.43558 6.49556
H13 -1.54153 -2.70788 4.66634
C18 -1.92994 3.52060 2.25631
C19 -1.59860 2.14689 1.67301
C20 -1.52220 1.07898 2.76565
C21 -2.58148 1.75458 0.58774
C22 -3.91912 1.56070 0.91777
C23 -4.83721 1.17878 -0.04489
C24 -4.41552 0.98057 -1.34884
C25 -3.08374 1.15958 -1.72507
C26 -2.72457 0.82930 -3.17075
C27 -1.80338 1.81685 -3.89106
C28 -2.17720 -0.59772 -3.28706
C29 -2.17166 1.55766 -0.74074
N3 -0.78979 1.71772 -1.07052
B1 0.23330 0.68519 -1.03963
N4 1.43224 1.46549 -1.36249
C30 1.10061 2.81918 -1.51459
C31 -0.22451 2.97237 -1.31972
C32 2.73559 0.96604 -1.66708
C33 3.76790 0.97285 -0.71226
C34 5.02655 0.51029 -1.10470
C35 5.26902 0.04502 -2.38449
C36 4.23130 0.00608 -3.30139
C37 2.95815 0.45075 -2.95991
C38 1.83918 0.40071 -3.98605
C39 1.77450 1.70124 -4.79344
C40 1.94418 -0.79958 -4.92541
C41 3.65708 1.45527 0.73227
C42 3.71273 2.98401 0.84092
C43 2.49080 0.89580 1.54366
H14 -1.19204 3.80320 3.01307
H15 -2.91554 3.51738 2.73283
H16 -1.93503 4.29003 1.48010
H17 -0.61733 2.21064 1.21420
H18 -2.46137 0.99698 3.32413
H19 -0.72771 1.32235 3.47880
H20 -1.30138 0.09928 2.33645
H21 -4.23926 1.69486 1.94642
H22 -5.87574 1.01974 0.22272
H23 -5.12879 0.66155 -2.10350
H24 -3.67946 0.86200 -3.70164
H25 -0.77669 1.76833 -3.52504
H26 -2.14919 2.84958 -3.78036
H27 -1.79295 1.57748 -4.96072
H28 -1.21319 -0.67849 -2.78232
H29 -2.04902 -0.87106 -4.34124
H30 -2.84444 -1.32474 -2.81483
H31 1.83290 3.56689 -1.77763
H32 -0.81942 3.87295 -1.37692
H33 5.82679 0.50584 -0.37008
H34 6.25656 -0.30939 -2.65951
H35 4.41181 -0.38559 -4.29675
H36 0.90767 0.29509 -3.43198
H37 2.72237 1.86698 -5.31778
H38 1.58013 2.56226 -4.15330
H39 0.97527 1.64953 -5.54035
H40 2.75668 -0.68518 -5.65096
H41 1.01517 -0.90254 -5.49131
H42 2.10772 -1.72908 -4.37428
H43 4.56521 1.07422 1.20797
H44 2.77419 3.42847 0.50854
H45 4.52634 3.40255 0.24194
H46 3.86807 3.27817 1.88425
H47 1.54089 1.32455 1.23157
H48 2.64552 1.13104 2.60297
H49 2.41070 -0.18879 1.44369

***

[5]
Here is an isolated molecule of C5H14N2O from the Open Molecules 2025 dataset. Energies are from wB97M-V/def2-TZVPD.

* E: -383.54834 Ha
* M: 118.180 Da
* ΔE to the lowest compared entry with this formula, charge and spin: 95.6 kcal per mole
* gap between HOMO and LUMO: 9.21 eV
* E_HOMO: -8.26 eV
* maximum force: 7.2 eV/A
* SMILES: CC[C@@H](CN)NCO

Geometry (Å):
C1 1.48424 0.78422 0.58954
N1 1.69659 0.31964 1.93415
C2 0.06472 0.38007 0.14433
C3 0.02961 -1.26600 -0.15745
C4 -0.40377 -1.93706 1.11492
N2 -0.05943 1.16281 -1.11262
C5 -1.40626 1.52897 -1.56508
O1 -1.90571 0.43926 -2.28571
H1 1.56377 1.88967 0.58043
H2 2.34638 0.24997 -0.08975
H3 2.00978 -0.56870 1.99249
H4 1.11352 0.62778 2.55389
H5 -0.71882 0.80818 0.81840
H6 0.90774 -1.52093 -0.56856
H7 -0.81338 -1.60159 -0.79132
H8 -1.10242 -2.88507 0.94719
H9 0.52302 -2.13032 1.64090
H10 -1.00686 -1.39171 1.86813
H11 0.64776 0.97223 -1.88251
H12 -2.15796 1.71525 -0.71699
H13 -1.50892 2.46255 -2.17219
H14 -1.30360 -0.03921 -2.84217